No. 1
16
Properties=species:S:1:pos:R:3:mulliken_charge:R:1 method="wB97M-V/def2-TZVPD" energy_ha=-159.1200 e_homo_ev="-16.168 / -14.966" e_lumo_ha="-0.1143 / -0.4317" s2=0.753 fmax_ev_per_a=4.3 total_charge=+1 multiplicity=2
C -1.4939 -0.5963 1.3417 -0.69
C -2.3176 -1.3766 0.3200 -0.83
H -0.9798 0.2835 0.9472 0.24
H -2.2353 -0.2657 2.0994 0.30
H -0.6610 -1.0709 1.8806 0.34
H -2.7375 -2.3232 0.7289 0.31
H -1.6952 -1.6546 -0.5166 0.29
H -3.1733 -0.9540 -0.0897 0.36
C 1.3239 0.8083 -1.2767 -0.65
C 2.4478 1.1437 -0.2807 -0.54
H 0.6761 1.7053 -1.4580 0.32
H 1.8619 0.5767 -2.2715 0.35
H 0.6414 0.0611 -0.8478 0.18
H 2.9662 0.1891 0.1402 0.36
H 2.0630 1.9683 0.3223 0.32
H 3.3134 1.5053 -1.0392 0.33


No. 2
54
Properties=species:S:1:pos:R:3:mulliken_charge:R:1 method="wB97M-V/def2-TZVPD" energy_ha=-6470.9256 e_homo_ev="-6.065 / -7.107" e_lumo_ha="-0.0111 / -0.0127" s2=15.761 fmax_ev_per_a=6.8 total_charge=0 multiplicity=8
Eu -3.2531 -1.9239 0.5007 1.11
Cl -5.7329 -0.4632 0.4047 -0.11
C -6.7854 -1.8877 0.4140 -0.31
Cl -5.6934 -3.2993 0.4352 -0.10
H -7.3820 -1.8918 -0.5000 0.31
H -7.3905 -1.8747 1.3223 0.31
Cl 1.0940 -7.1614 0.4059 -0.22
C 0.4216 -5.5835 0.4031 0.34
C 1.2641 -4.4687 0.3993 0.07
Cl 2.9694 -4.6624 0.3886 -0.21
C 0.7124 -3.1891 0.4004 0.61
Cl 1.6967 -1.7878 0.4131 -0.09
C -0.6686 -3.0109 0.3963 -0.38
O -1.2544 -1.8135 0.3841 -0.56
C -1.5286 -4.1423 0.3972 -0.05
O -2.8345 -3.8763 0.3883 -0.86
C -0.9668 -5.4207 0.4032 0.28
Cl -2.0134 -6.7802 0.4098 -0.21
Cl 3.1444 3.4448 4.7784 -0.22
C 2.5013 3.1220 3.2164 0.37
C 2.1434 1.8276 2.8701 -1.03
C 1.6344 1.5806 1.6093 0.12
C 1.4712 2.6016 0.6809 -0.23
C 0.9526 2.2607 -0.6951 0.49
C -0.4802 2.8291 -0.9108 -1.11
N -1.4554 2.0810 -0.1728 0.38
C -2.0012 2.4080 1.0285 -0.24
C -2.8404 1.3851 1.3649 -0.87
N -2.8096 0.4307 0.3773 -0.14
C -1.9455 0.8902 -0.5274 -0.18
O 1.8048 2.7775 -1.6823 -0.20
C 1.9442 1.9710 -2.8368 -0.95
C 2.6470 0.6715 -2.5740 0.42
C 3.9154 0.5920 -2.0704 0.60
Cl 4.9038 1.9125 -1.6383 -0.20
S 4.4606 -1.0424 -1.9146 -0.15
C 2.9656 -1.6188 -2.5351 -0.59
C 2.1059 -0.6126 -2.8285 -0.52
C 1.8250 3.8976 1.0511 0.78
Cl 1.6330 5.2136 -0.0475 -0.20
C 2.3416 4.1606 2.3115 -0.81
H 2.2779 1.0206 3.5707 0.49
H 1.3701 0.5708 1.3327 0.31
H 0.9062 1.1645 -0.7700 -0.11
H -0.7103 2.7727 -1.9769 0.38
H -0.4990 3.8736 -0.6021 0.27
H -1.7652 3.3190 1.5389 0.47
H -3.4723 1.2831 2.2327 0.45
H -1.6735 0.3710 -1.4352 0.36
H 2.5331 2.5866 -3.5224 0.36
H 0.9654 1.7673 -3.2945 0.28
H 2.8086 -2.6727 -2.6444 0.48
H 1.1197 -0.7654 -3.2298 0.36
H 2.6241 5.1636 2.5817 0.46


No. 3
170
Properties=species:S:1:pos:R:3:mulliken_charge:R:1 method="wB97M-V/def2-TZVPD" energy_ha=-2889.6715 e_homo_ev=-8.456 e_lumo_ha=0.0185 fmax_ev_per_a=2.5 total_charge=0
C 4.1021 5.5389 6.6161 -0.76
O 3.6081 4.3337 6.0350 -0.37
C 3.7723 4.3393 4.6139 -0.33
C 3.4314 2.9009 4.1510 0.32
C 4.5260 1.8478 4.3284 -1.55
N 3.2235 2.9528 2.7382 -0.22
H 3.9499 5.5486 7.6963 0.28
H 3.4286 6.3376 6.2893 0.27
H 5.1479 5.7954 6.4422 0.29
H 3.0785 5.0540 4.1621 0.14
H 4.7601 4.7112 4.3259 0.38
H 2.5377 2.5526 4.6709 0.35
H 5.4339 2.2349 3.8642 0.37
H 4.2204 0.8819 3.9300 0.22
H 4.7176 1.6937 5.3929 0.44
H 2.4382 3.5416 2.4891 -0.21
H 3.9841 3.2277 2.1331 0.15
C 2.3635 -6.1425 5.6469 -0.82
O 2.8353 -4.9616 5.0111 -0.33
C 1.8953 -4.3602 4.1380 -1.13
C 2.0612 -2.8829 3.7977 1.74
C 3.5078 -2.6154 3.3782 -1.45
N 1.7655 -2.0260 4.9335 -0.66
H 1.5155 -6.0291 6.3253 0.33
H 3.1081 -6.6952 6.2222 0.29
H 2.0978 -6.9451 4.9503 0.31
H 1.8453 -4.9574 3.2214 0.36
H 0.9002 -4.5300 4.5643 0.56
H 1.4305 -2.6216 2.9464 -0.56
H 3.8394 -3.2913 2.5841 0.36
H 4.1778 -2.7265 4.2304 0.34
H 3.6477 -1.6387 2.9119 0.29
H 2.1221 -2.3996 5.8001 0.29
H 2.0650 -1.0819 4.7409 0.07
C -1.0184 -4.0785 -6.6201 -0.78
O -0.1364 -3.1739 -5.9601 -0.13
C -0.5474 -1.8350 -6.1407 -1.00
C 0.3095 -0.8414 -5.3708 1.63
C -0.1273 0.5659 -5.6544 -1.59
N 1.7242 -1.0605 -5.5254 -0.75
H -0.6191 -5.0189 -6.2427 0.13
H -0.8190 -4.0382 -7.6960 0.35
H -2.0778 -3.8655 -6.4855 0.32
H -0.4406 -1.4930 -7.1794 0.39
H -1.6114 -1.7201 -5.9201 0.39
H 0.0843 -0.9311 -4.3019 -0.56
H -1.1424 0.6304 -5.2599 0.36
H -0.0525 0.8713 -6.7021 0.39
H 0.5146 1.3381 -5.2274 0.32
H 2.0560 -1.7259 -4.8380 0.20
H 1.8198 -1.5915 -6.3865 0.37
C -1.1628 6.7666 4.1780 -0.81
O -0.8388 6.6701 2.8032 -0.30
C 0.5443 6.3761 2.6700 -0.92
C 0.7484 5.6240 1.3670 0.29
C 0.0249 4.2660 1.2701 0.10
N 2.2025 5.3580 1.2816 -0.28
H -2.2124 7.0721 4.1692 0.20
H -0.6694 7.6012 4.6795 0.38
H -1.1276 5.7922 4.6670 0.35
H 1.1407 7.2890 2.5804 0.42
H 1.0287 5.7458 3.4196 0.27
H 0.4559 6.1736 0.4670 0.40
H 0.7482 3.5371 1.6403 -0.46
H -0.1513 3.9352 0.2478 0.23
H -0.8523 4.2984 1.9141 -0.16
H 2.7287 6.2092 1.1353 0.31
H 2.4028 4.6891 0.5488 -0.08
C -3.6056 -1.5944 1.7666 -0.67
O -4.5898 -2.1934 0.9375 -0.25
C -4.4085 -3.5921 0.7564 -0.36
C -5.5089 -4.2593 -0.0588 1.01
C -6.9140 -3.7778 0.2473 -1.64
N -5.3547 -5.7002 0.0696 -0.59
H -3.8658 -0.5509 1.9387 0.25
H -2.6499 -1.6678 1.2419 0.18
H -3.5244 -2.0421 2.7605 0.34
H -3.4592 -3.7909 0.2509 -0.12
H -4.3729 -4.0871 1.7331 0.43
H -5.2780 -4.0161 -1.0998 -0.08
H -7.6259 -4.0271 -0.5402 0.42
H -6.9833 -2.6876 0.1930 0.33
H -7.1819 -4.0471 1.2692 0.32
H -5.8816 -6.2344 -0.6061 0.25
H -5.5610 -6.0537 0.9939 0.23
C 0.3134 -3.7435 -0.2484 -0.63
O 0.7028 -5.0209 -0.6794 -0.42
C 1.9311 -5.2414 -1.3456 -0.81
C 2.2553 -4.4037 -2.6041 1.67
C 2.2705 -5.2359 -3.8915 -1.30
N 3.5081 -3.6737 -2.3692 -0.68
H 0.4032 -3.0205 -1.0668 0.23
H 1.1140 -3.3408 0.3836 0.34
H -0.6877 -3.7342 0.1715 0.26
H 2.6939 -4.9488 -0.6132 0.33
H 2.1142 -6.3105 -1.4554 0.26
H 1.4294 -3.6878 -2.5935 -0.70
H 1.2568 -5.5932 -4.0765 0.03
H 2.9062 -6.0857 -3.6299 0.41
H 2.7041 -4.7567 -4.7674 0.40
H 4.2469 -4.3075 -2.0981 0.25
H 3.7337 -3.1328 -3.1919 0.26
C 5.8053 7.4508 -2.4369 -0.74
O 5.3258 6.1342 -2.2220 -0.32
C 3.9357 5.9732 -2.0461 -0.81
C 3.6232 4.4743 -1.8595 0.21
C 2.1490 4.1238 -2.0198 -1.27
N 4.0761 3.9222 -0.5831 -0.59
H 5.6885 8.0856 -1.5572 0.28
H 5.2637 7.8806 -3.2845 0.31
H 6.8473 7.3729 -2.7406 0.25
H 3.5664 6.5542 -1.1972 0.26
H 3.4972 6.2559 -3.0078 0.40
H 4.1792 3.9902 -2.6690 0.63
H 1.4449 4.7281 -1.4477 0.19
H 1.9876 3.0840 -1.7326 0.16
H 1.9150 4.2177 -3.0821 0.55
H 5.0747 4.0970 -0.7010 0.33
H 4.0882 2.9174 -0.7376 0.19
C -3.2554 -2.9527 -3.8571 -0.36
O -3.0499 -4.3127 -4.1323 -0.47
C -2.3706 -4.9297 -3.0022 0.33
C -2.3350 -6.4575 -2.9186 0.63
C -1.7938 -7.1378 -4.1587 -1.12
N -3.7787 -6.7872 -2.7448 -0.76
H -3.6164 -2.7264 -2.8487 0.15
H -3.9393 -2.4659 -4.5530 0.50
H -2.3381 -2.3542 -3.9155 -0.14
H -1.4004 -4.4235 -3.0138 0.11
H -2.8912 -4.5756 -2.1080 -0.58
H -1.7703 -6.7420 -2.0284 0.38
H -1.9129 -8.2212 -4.1373 0.41
H -0.7065 -7.0266 -4.0940 0.16
H -2.1113 -6.6590 -5.0825 0.20
H -4.1156 -6.2421 -1.9599 0.22
H -3.7137 -7.7403 -2.4001 0.30
C -4.2496 5.3976 2.3857 -0.35
O -4.6939 5.3415 1.0495 -0.45
C -4.3829 4.2405 0.2711 -0.28
C -5.1250 2.9804 0.6436 0.60
C -4.7847 1.7924 -0.2552 -1.30
N -6.5798 3.2013 0.5207 -0.72
H -4.8417 4.8883 3.1501 0.31
H -4.1865 6.4268 2.7395 0.26
H -3.2249 5.0202 2.4568 0.04
H -4.5458 4.4558 -0.7899 0.33
H -3.2848 4.1851 0.2546 -0.05
H -4.9308 2.7681 1.6977 0.25
H -5.3182 0.9212 0.1212 0.35
H -3.7414 1.5830 -0.4942 -0.03
H -5.1426 2.0083 -1.2671 0.49
H -6.7248 4.1018 0.9652 0.31
H -6.7437 3.3090 -0.4741 0.31
C -1.3154 0.6284 -1.8566 -0.99
O -0.8847 0.0420 -0.6347 0.29
C 0.3140 0.6603 -0.1353 0.20
C 0.7792 -0.0323 1.1261 2.22
C -0.0601 0.2285 2.3753 -0.87
N 2.1320 0.2531 1.3768 -0.13
H -1.7956 1.5736 -1.5925 0.28
H -2.1703 0.0005 -2.1220 0.26
H -0.5997 0.5723 -2.6760 0.21
H 1.1911 0.7301 -0.7873 0.37
H 0.0734 1.7148 0.0389 -0.90
H 0.6508 -1.1087 0.9575 -1.40
H -0.0271 1.2670 2.7151 0.16
H 0.3461 -0.3117 3.2327 0.29
H -1.0879 -0.0935 2.2125 -0.08
H 2.6366 0.2513 0.5021 0.33
H 2.3550 1.0314 1.9841 0.01


Computed values of energy relative to the best compared isomer or geometry (same formula, charge and spin) (unit: kcal/mol) for the preceding records, in sequence: 31.25 13.40 87.65.